{
  "formula": "C24H31N5O3S2",
  "method": "ωB97M-V/def2-TZVPD",
  "species": ["C", "C", "N", "C", "O", "C", "H", "H", "S", "C", "N", "N", "C", "N", "C", "H", "H", "C", "C", "C", "C", "C", "C", "C", "H", "H", "H", "H", "H", "H", "H", "C", "C", "C", "C", "C", "C", "H", "S", "O", "O", "N", "C", "C", "H", "H", "H", "H", "H", "C", "C", "H", "H", "H", "H", "H", "H", "H", "H", "H", "H", "H", "H", "H", "H"],
  "coordinates": [[0.611, -1.825, -4.109], [-0.476, -1.593, -5.175], [-1.194, -0.458, -4.921], [-1.117, 0.678, -5.590], [-0.428, 0.789, -6.631], [-1.903, 1.917, -4.877], [-2.890, 1.685, -4.263], [-2.019, 2.474, -5.785], [-0.757, 2.734, -3.807], [-0.987, 1.930, -2.396], [-1.716, 0.541, -2.252], [-1.444, 0.197, -0.920], [-0.664, 1.397, -0.296], [-0.565, 2.230, -1.220], [0.519, 3.373, -1.012], [0.291, 3.735, 0.145], [0.031, 4.400, -1.584], [1.769, 3.080, -1.358], [2.288, 1.749, -0.788], [2.040, 0.533, -1.155], [2.584, -0.609, -0.411], [2.764, -0.504, 0.970], [2.957, 0.759, 1.390], [2.541, 1.943, 0.739], [2.971, 2.721, 0.997], [3.388, 0.969, 2.345], [3.235, -1.130, 1.512], [2.377, -1.686, -0.971], [1.735, 0.468, -2.100], [2.419, 3.947, -1.238], [1.844, 2.703, -2.554], [-0.384, 1.126, 1.111], [-0.598, 2.223, 1.934], [-0.186, 2.171, 3.371], [0.110, 0.871, 3.853], [-0.016, -0.403, 2.835], [-0.040, -0.155, 1.539], [-0.442, -0.898, 0.989], [0.443, -1.936, 3.569], [1.479, -2.547, 2.943], [0.431, -1.657, 4.980], [-1.108, -2.775, 3.205], [-0.672, -4.048, 2.620], [-0.072, -4.961, 3.598], [-0.745, -5.391, 4.370], [0.141, -5.892, 2.859], [0.817, -4.542, 3.891], [-1.611, -4.206, 2.038], [0.109, -4.039, 1.612], [-2.166, -2.467, 3.818], [-2.305, -3.055, 5.032], [-1.420, -2.897, 5.653], [-3.128, -2.551, 5.348], [-2.594, -3.944, 4.979], [-2.163, -1.145, 3.759], [-3.159, -2.623, 3.000], [0.417, 0.684, 4.867], [-0.339, 2.904, 4.059], [-0.940, 3.143, 1.565], [-1.817, -0.160, -3.867], [-1.075, -2.435, -5.008], [-0.205, -1.532, -6.092], [0.395, -1.867, -3.107], [1.353, -1.083, -4.037], [1.173, -2.711, -4.250]],
  "lowdin_charge": [-0.048, -0.223, 0.005, -0.540, -0.004, -0.372, 0.126, 0.063, 1.006, -0.605, 0.007, 0.084, -0.223, -0.052, -0.172, 0.167, 0.187, -0.216, -0.167, -0.082, 0.019, -0.113, -0.080, 0.048, 0.015, 0.112, 0.042, 0.163, 0.062, 0.140, 0.180, -0.181, 0.005, -0.011, 0.042, -0.219, -0.076, 0.096, 0.664, -0.229, -0.292, -0.268, -0.302, -0.101, 0.089, 0.135, 0.027, 0.124, 0.179, -0.451, -0.103, 0.114, 0.072, 0.020, 0.200, 0.201, 0.081, 0.059, 0.083, 0.198, 0.108, 0.060, 0.033, 0.051, 0.063],
  "fmax_ev_per_a": 14.52,
  "total_charge": 0,
  "total_energy_ev": -60636.563,
  "gap_ev": 7.557
}